A structure of composition C2H6O3Ru. Source: OMol25; level of theory: wB97M-V/def2-TZVPD.

```
12
Properties=species:S:1:pos:R:3:lowdin_spin:R:1
O 0.72 -1.49 -0.43 0.53
C 1.35 -0.35 -0.07 0.06
H 2.12 0.00 -0.80 0.01
H 1.88 -0.50 0.90 0.01
Ru -0.88 -1.69 -1.41 4.72
O -1.59 -0.06 -2.02 0.58
H -1.40 0.79 -1.57 0.03
C -0.48 0.66 1.11 0.02
O 0.51 0.82 0.13 0.02
H -1.11 1.56 1.22 0.00
H -1.15 -0.18 0.86 0.02
H 0.03 0.46 2.06 0.00
```

As for the multiplicity: 7. The relative energy (zero: lowest compared OMol25 entry of this formula, charge and spin) is 0.0 kJ/mol. The orbital gap (alpha / beta) is 7.10 / 8.51 eV.